{
  "formula": "C3H8N3O",
  "method": "the ωB97M-V functional and the def2-TZVPD basis",
  "total_charge": 1,
  "homo_ev": [-14.601, -11.900],
  "elements": ["C", "C", "C", "N", "N", "N", "O", "H", "H", "H", "H", "H", "H", "H", "H"],
  "positions_angstrom": [[2.4154, 0.9273, 0.0901], [1.4996, -0.9555, -0.3632], [-3.9765, 0.1783, -1.0077], [2.5110, -0.0494, -0.6993], [1.5873, 0.7310, 1.1180], [0.7829, -0.4190, 0.9055], [-0.4256, -0.2431, 0.6228], [3.0823, 1.7874, 0.0675], [0.6933, -0.8919, -0.9787], [1.7583, -1.9210, -0.0273], [-3.9127, -0.6504, -0.3648], [-3.0899, 0.7471, -1.2819], [-4.9175, 0.5238, -1.3891], [1.0812, 1.4392, 1.5991], [0.9109, -1.2038, 1.7089]],
  "atomic_forces_ev_per_a": [[1.97, 0.21, -1.09], [1.46, -0.41, 0.66], [0.50, 1.19, -0.69], [0.20, -0.16, -0.66], [-1.49, 0.30, 2.77], [2.83, -2.02, 2.71], [-3.18, 0.85, -0.15], [-0.36, 0.02, 0.00], [-1.87, -0.56, -2.55], [0.77, -1.30, -0.52], [0.04, -0.87, 0.62], [-0.18, -0.29, 0.11], [-0.29, -0.05, -0.02], [-0.21, 0.79, 0.40], [-0.20, 2.29, -1.60]],
  "mulliken_charge": [0.010, -0.508, -0.528, -0.332, -0.268, 0.314, -0.386, 0.398, 0.372, 0.392, 0.283, 0.248, 0.300, 0.280, 0.425]
}

***

{
  "formula": "C3H8N3O",
  "method": "the ωB97M-V functional and the def2-TZVPD basis",
  "smiles": "C=[NH+]CCn1[nH]o1",
  "total_charge": 1,
  "homo_ev": -14.360,
  "elements": ["C", "N", "C", "C", "N", "N", "O", "H", "H", "H", "H", "H", "H", "H", "H"],
  "positions_angstrom": [[1.1983, -1.5731, -0.3707], [1.3617, -0.5846, 0.4564], [0.9081, 0.7592, 0.3311], [-0.4652, 0.8327, -0.3141], [-1.2749, -0.3401, -0.3810], [-2.5961, -0.1068, -0.2504], [-1.9046, -0.6166, 0.8706], [1.6596, -2.5717, -0.3089], [0.5816, -1.6529, -1.3004], [1.8981, -0.7048, 1.3364], [1.7180, 1.5056, -0.1975], [0.9456, 1.1205, 1.3772], [-0.9525, 1.8387, 0.1115], [-0.4106, 1.1919, -1.3311], [-2.6670, 0.9021, -0.0290]],
  "atomic_forces_ev_per_a": [[-0.05, -0.59, -0.52], [1.29, -2.51, -0.83], [0.97, 2.52, -0.12], [-0.50, 4.17, 0.13], [2.47, -0.96, 0.08], [-2.82, 1.18, -0.38], [0.47, -0.28, 0.99], [0.19, 0.67, 1.29], [0.34, 1.55, 0.94], [-0.14, -0.58, -0.99], [-1.89, -2.20, 0.90], [-0.61, 0.02, -0.57], [0.43, -2.33, -0.10], [0.47, -0.38, -0.71], [-0.61, -0.26, -0.11]],
  "mulliken_charge": [-0.049, -0.055, -0.647, -0.532, 0.225, -0.357, -0.259, 0.311, 0.282, 0.327, 0.297, 0.369, 0.358, 0.388, 0.343]
}

***

{
  "formula": "C3H8N3O",
  "method": "the ωB97M-V functional and the def2-TZVPD basis",
  "total_charge": 1,
  "homo_ev": [-11.917, -11.488],
  "elements": ["C", "C", "C", "N", "N", "N", "O", "H", "H", "H", "H", "H", "H", "H", "H"],
  "positions_angstrom": [[1.6228, -0.1248, -0.2452], [-0.2134, 0.7173, 1.2008], [0.3007, 0.0086, -1.1609], [-0.3681, 0.2463, 2.5123], [0.1521, -0.9091, -2.1025], [-0.8931, 0.1377, 0.0690], [2.6869, -0.3940, -0.6064], [0.1231, 1.7565, 0.9322], [0.2795, 1.0642, -1.5333], [0.2601, 0.7557, 3.1415], [-0.6931, -0.7106, 2.6062], [0.4130, -1.8242, -2.0463], [-0.5168, -0.6773, -2.8017], [-1.3972, -0.7714, 0.2077], [-1.7564, 0.7250, -0.1735]],
  "atomic_forces_ev_per_a": [[-2.79, 0.92, 1.24], [1.69, 0.01, 0.29], [1.31, 1.44, 0.50], [-0.10, 1.57, -2.33], [-1.77, 2.34, -1.02], [-1.99, -0.31, 0.07], [0.65, -0.31, -0.47], [-0.56, -1.19, 1.05], [-0.15, -0.86, 0.23], [-0.63, -1.06, 0.13], [0.63, 0.37, 0.62], [0.92, -2.75, 0.53], [-0.15, -0.23, -0.89], [1.22, 0.45, 0.26], [1.71, -0.39, -0.23]],
  "mulliken_charge": [0.045, -0.234, 0.212, -0.430, -0.362, -0.375, -0.264, 0.379, 0.334, 0.281, 0.225, 0.197, 0.242, 0.365, 0.383]
}

***

{
  "formula": "C3H8N3O2",
  "method": "the ωB97M-V functional and the def2-TZVPD basis",
  "smiles": "O=NN1CC[NH2+][C@H]1O",
  "total_charge": 1,
  "homo_ev": -13.465,
  "elements": ["O", "N", "N", "C", "C", "N", "C", "O", "H", "H", "H", "H", "H", "H", "H", "H"],
  "positions_angstrom": [[3.6213, -0.3166, -0.0201], [2.7344, 0.4769, -0.2451], [1.5600, 0.1875, 0.2018], [0.9391, -1.1619, 0.3511], [-0.5677, -1.0184, 0.0838], [-0.8424, 0.4590, -0.2221], [0.4040, 1.2466, -0.4170], [0.2965, 2.3468, 0.3769], [1.0975, -1.4626, 1.4559], [1.6203, -1.6991, -0.2650], [-0.8287, -1.5313, -0.8809], [-1.2956, -1.3553, 0.8938], [-1.5870, 0.7165, -0.8724], [-1.3372, 0.8078, 0.5417], [0.5166, 1.6186, -1.5236], [1.0278, 2.4676, 0.9779]],
  "atomic_forces_ev_per_a": [[-0.87, -0.06, -0.13], [2.58, 0.49, -0.55], [-6.07, 2.23, -1.16], [1.07, 1.27, 3.44], [-0.89, -1.02, -1.94], [0.13, -0.77, -0.50], [2.74, -0.20, 0.13], [-0.66, 0.06, -0.33], [-0.19, 0.16, -1.86], [-0.37, -1.59, -0.76], [0.15, 0.13, 1.11], [1.33, 0.48, -1.02], [0.46, -0.85, -1.29], [-0.19, 1.17, 2.67], [0.14, -1.45, 1.90], [0.63, -0.07, 0.30]],
  "mulliken_charge": [-0.412, -0.168, 0.336, -0.442, -0.440, -0.105, 0.058, -0.476, 0.263, 0.359, 0.300, 0.357, 0.367, 0.331, 0.313, 0.360]
}

***

{
  "formula": "C3H8N3P",
  "method": "the ωB97M-V functional and the def2-TZVPD basis",
  "smiles": "NP(N)NC1=CC1",
  "total_charge": 0,
  "homo_ev": -7.749,
  "elements": ["N", "P", "N", "N", "C", "C", "C", "H", "H", "H", "H", "H", "H", "H", "H"],
  "positions_angstrom": [[0.7534, -1.4340, 0.6939], [-0.7059, -0.9319, 1.0933], [-0.2784, -0.3262, 2.6778], [-0.8225, 0.6563, 0.2104], [-0.2335, 0.7430, -1.0081], [0.3142, 1.4610, -1.9260], [0.3373, -0.0487, -2.0814], [1.4160, -1.0657, 1.2998], [1.1338, -1.8568, -0.1927], [-0.8936, -0.6911, 3.3787], [-0.4915, 0.6496, 2.8188], [-1.4263, 1.4783, 0.4269], [0.0472, 2.3642, -2.4567], [-0.4352, -0.4794, -2.7598], [1.2851, -0.5185, -2.1750]],
  "atomic_forces_ev_per_a": [[2.02, -1.97, -2.59], [-3.23, 1.11, 0.30], [-0.34, 0.33, -0.36], [-0.55, 0.27, 0.23], [0.85, 0.06, 2.51], [-0.97, 1.12, -0.99], [-1.49, 0.07, -2.10], [1.90, 0.70, 0.95], [-1.14, 0.78, 1.61], [-0.24, -1.06, 0.32], [0.50, 0.67, -0.63], [0.71, -1.24, 0.13], [0.55, -0.11, -0.17], [0.61, -0.17, 0.24], [0.82, -0.57, 0.53]],
  "mulliken_charge": [-0.369, 0.064, -0.630, -0.203, 0.178, -0.358, -0.728, 0.276, 0.272, 0.265, 0.263, 0.230, 0.297, 0.138, 0.307]
}

***

{
  "formula": "C3H8N3S",
  "method": "the ωB97M-V functional and the def2-TZVPD basis",
  "smiles": "CS[C@@H]1N=NC[NH2+]1",
  "total_charge": 1,
  "homo_ev": -13.316,
  "elements": ["C", "S", "C", "N", "N", "C", "N", "H", "H", "H", "H", "H", "H", "H", "H"],
  "positions_angstrom": [[-0.4538, 1.1552, 2.5315], [-1.2080, 0.3225, 1.0543], [0.2648, -0.3814, 0.1958], [1.1301, 0.7551, -0.4766], [1.1596, 0.6445, -1.6670], [0.2419, -0.3172, -2.2440], [-0.2406, -1.0966, -1.0074], [0.4629, 1.4658, 2.1690], [-0.0852, 0.4014, 3.2661], [-1.2034, 1.7476, 2.8717], [0.9104, -0.7598, 0.9354], [-0.6199, 0.1837, -2.5614], [0.8375, -0.9141, -3.0400], [-1.3296, -1.1351, -0.8470], [0.1332, -2.0717, -1.1804]],
  "atomic_forces_ev_per_a": [[1.47, -4.77, -0.74], [0.31, -0.28, -0.18], [-0.70, 3.57, -0.81], [-0.28, -1.19, 2.20], [-0.32, 0.88, -1.71], [2.00, -1.06, 0.30], [-1.15, -2.53, 0.22], [1.40, 2.18, -0.67], [-1.10, 0.27, -0.21], [-1.59, 2.25, 1.08], [0.82, -1.65, 0.29], [-0.95, 0.87, -1.25], [-1.54, 0.59, 1.46], [2.38, -0.15, -0.91], [-0.74, 1.04, 0.94]],
  "mulliken_charge": [-0.856, -0.054, -0.188, 0.068, -0.295, -0.264, -0.242, 0.348, 0.302, 0.369, 0.363, 0.324, 0.325, 0.417, 0.384]
}

***

{
  "formula": "C3H8N3S",
  "method": "the ωB97M-V functional and the def2-TZVPD basis",
  "smiles": "C[N+](=C=[NH2+])CN[S-]",
  "total_charge": 1,
  "homo_ev": [-11.725, -11.492],
  "elements": ["C", "N", "C", "N", "C", "N", "S", "H", "H", "H", "H", "H", "H", "H", "H"],
  "positions_angstrom": [[-0.1520, 1.3295, -0.0013], [-0.2367, -0.1210, -0.1529], [-1.2981, -0.8585, 0.0342], [-2.5100, -0.4851, 0.2888], [1.0075, -0.7587, -0.5630], [2.0758, -0.5511, 0.3884], [3.4711, 0.1773, 0.0577], [0.3567, 1.7527, -0.8670], [-1.1447, 1.7643, 0.0664], [0.4060, 1.5861, 0.8996], [-2.8340, 0.4814, 0.3081], [-3.2212, -1.1894, 0.4212], [1.3413, -0.3483, -1.5246], [0.8156, -1.8331, -0.6700], [1.9226, -0.9459, 1.3146]],
  "atomic_forces_ev_per_a": [[0.21, 0.29, -0.14], [1.11, 1.31, 0.12], [0.16, -3.57, -0.09], [-0.31, 1.46, 0.11], [-1.54, 0.20, -1.12], [2.28, 0.95, -0.20], [-1.99, -1.05, 0.61], [-0.04, 0.18, -0.04], [0.01, 0.00, -0.01], [-0.08, 0.15, 0.04], [-0.09, -0.06, 0.15], [0.18, 0.08, -0.12], [0.07, -0.07, 0.22], [-0.01, 0.09, 0.20], [0.02, 0.05, 0.27]],
  "mulliken_charge": [-0.835, 0.058, -0.273, -0.134, -0.587, -0.049, 0.287, 0.308, 0.322, 0.286, 0.160, 0.274, 0.448, 0.384, 0.350]
}

***

{
  "formula": "C3H8N3S",
  "method": "the ωB97M-V functional and the def2-TZVPD basis",
  "total_charge": 1,
  "homo_ev": -13.203,
  "elements": ["C", "C", "C", "N", "N", "N", "S", "H", "H", "H", "H", "H", "H", "H", "H"],
  "positions_angstrom": [[1.4442, -0.5084, -0.9773], [1.6338, 1.5941, 0.2487], [-1.9158, 0.8631, -0.3218], [2.0508, 0.3138, -0.4017], [-0.4681, 0.8520, -0.2675], [0.2388, 1.6895, 0.3191], [-0.4522, -2.9357, 1.2375], [1.3678, -1.5399, -1.1150], [1.9261, 1.5379, 1.2642], [2.1465, 2.5683, -0.1151], [-2.2313, 1.5236, 0.4649], [-2.2268, 1.2517, -1.2871], [-2.1604, -0.2204, -0.1786], [-0.3766, -2.8239, -0.1022], [-0.9767, -4.1658, 1.2317]],
  "atomic_forces_ev_per_a": [[0.51, 1.95, 2.15], [1.59, 0.57, -0.52], [0.69, -0.62, 0.93], [-0.40, 0.96, -0.78], [3.49, 0.80, 0.13], [-3.98, -1.12, -1.95], [0.14, 0.37, 0.00], [-0.51, -1.34, -0.98], [0.73, -0.34, 1.16], [-0.95, -1.89, -0.10], [-0.77, 0.06, 0.37], [0.03, -0.21, -0.18], [-0.37, 1.15, -0.16], [-0.20, -0.30, 0.15], [0.00, -0.04, -0.20]],
  "mulliken_charge": [0.173, -0.285, -0.697, -0.056, 0.197, -0.287, -0.271, 0.426, 0.288, 0.342, 0.329, 0.317, 0.252, 0.085, 0.189]
}

***

Respective energy relative to the best compared isomer or geometry (same formula, charge and spin) values: 210.8; 170.3; 107.3; 107.0; 15.9; 71.2; 89.8; 95.8 kcal per mole.
Respective energy values: -9743.321; -9745.080; -9747.811; -11794.865; -16997.394; -18536.417; -18535.610; -18535.350 eV.
Respective M values: 102.1; 102.1; 102.1; 118.1; 117.1; 118.2; 118.2; 118.2 g/mol.